82
Properties=species:S:1:pos:R:3 method="wB97M-V/def2-TZVPD" total_energy_ev=-130622.3775 mol_weight_g_mol=744.77 total_charge=+1 multiplicity=6 s_squared=8.763 lumo_energy_ev="-1.74 / -5.50" orbital_gap_ev="8.811 / 5.444"
Ru -0.5294 -0.3852 0.3116
O -0.3878 1.9137 1.4710
C 0.1105 3.1606 1.0067
C -0.6802 3.6987 -0.1859
N -0.8214 2.7656 -1.3000
C 0.3544 2.4213 -2.0463
C 1.4613 1.6326 -1.2271
O 2.5345 2.1862 -1.1004
O 1.1065 0.4586 -0.8540
C -2.1157 2.4543 -1.7461
C -2.9912 1.3876 -0.8355
O -4.1086 1.2717 -1.2604
O -2.3931 0.8848 0.1645
H -1.3494 1.9579 1.5632
H 0.0561 3.9169 1.7902
H 1.1577 3.0122 0.7600
H -1.6807 3.9834 0.1320
H -0.1660 4.5915 -0.5482
H 0.0766 1.8045 -2.8957
H 0.8398 3.3372 -2.3817
H -2.7480 3.3405 -1.7017
H -2.1036 2.0428 -2.7505
O 0.6305 -2.4494 0.6598
S 0.5962 -3.9450 0.9014
C 1.2399 -4.2246 2.5757
C 0.5769 -3.3563 3.6484
C 1.4886 -2.2329 4.1458
C 0.7120 -1.1465 4.8823
S 0.0038 0.1077 3.7771
O -0.5766 -0.6536 2.5972
C 1.5311 0.8885 3.2663
C 2.1323 0.5893 2.0543
C 3.2578 1.2996 1.6615
C 3.7832 2.2803 2.4938
C 3.1793 2.5647 3.7128
C 2.0344 1.8794 4.0978
C -1.0789 -4.5106 1.1932
C -2.1267 -3.6398 1.4249
C -3.4051 -4.1487 1.6185
C -3.6227 -5.5188 1.5765
C -2.5641 -6.3876 1.3329
C -1.2875 -5.8839 1.1311
H 2.3112 -4.0281 2.4892
H 1.1063 -5.2981 2.7271
H 0.2702 -3.9812 4.4881
H -0.3293 -2.9092 3.2514
H 2.0235 -1.7956 3.3049
H 2.2499 -2.6378 4.8150
H 1.3260 -0.5678 5.5748
H -0.1349 -1.5591 5.4362
H 1.7335 -0.1761 1.4105
H 3.7077 1.0954 0.6974
H 4.6605 2.8352 2.1841
H 3.5832 3.3385 4.3540
H 1.5287 2.1266 5.0278
H -1.9661 -2.5822 1.4699
H -4.2297 -3.4684 1.8027
H -4.6203 -5.9127 1.7312
H -2.7373 -7.4551 1.2827
H -0.4598 -6.5548 0.9100
C -3.3225 -0.8917 -3.6878
C -1.8095 -1.0856 -3.7395
As -0.9949 -1.7214 -2.0771
C 0.8444 -2.0097 -2.6842
C 1.0551 -2.9552 -3.8663
C -1.6764 -3.5640 -2.0240
C -2.1067 -4.1811 -3.3559
H -3.7042 -0.6714 -4.6863
H -3.6236 -0.0830 -3.0266
H -3.8272 -1.7925 -3.3358
H -1.2913 -0.1673 -4.0185
H -1.5509 -1.8314 -4.4853
H 1.3803 -2.3633 -1.8063
H 1.2417 -1.0224 -2.8947
H 0.7629 -3.9775 -3.6265
H 2.1139 -2.9742 -4.1307
H 0.5060 -2.6423 -4.7549
H -2.5065 -3.5779 -1.3200
H -0.8726 -4.1467 -1.5742
H -3.0459 -3.7576 -3.7082
H -2.2624 -5.2525 -3.2230
H -1.3659 -4.0554 -4.1433